Entry 1:
This record from the Open Molecules 2025 dataset describes a structure of composition C48H38ClF6FeNO37S2 at a distorted geometry. The level of theory is ωB97M-V with the def2-TZVPD basis set.

Geometry as XYZ:
```
134
Properties=species:S:1:pos:R:3
Fe -1.05 2.47 -2.35
Cl -3.23 3.99 -3.84
O -1.83 4.32 -3.61
O -3.12 2.73 -3.21
O -4.12 4.85 -3.21
O -3.52 3.83 -5.23
C 1.29 -0.48 0.03
F 2.30 0.40 -0.01
F 1.76 -1.78 0.23
F 0.39 -0.22 0.98
S 0.48 -0.39 -1.76
O 1.39 0.44 -2.54
O 0.29 -1.70 -2.32
N -1.01 0.67 -1.69
S -2.10 -0.39 -1.09
O -1.56 -1.51 -0.34
O -3.07 0.43 -0.40
C -3.01 -1.04 -2.69
F -2.11 -1.71 -3.48
F -4.04 -1.79 -2.34
F -3.43 0.03 -3.38
C -4.91 4.09 1.39
C -4.23 3.54 0.36
C -2.71 3.71 0.22
O -1.98 3.24 -0.63
C -2.18 4.72 1.07
C -2.88 5.32 2.10
C -4.27 5.03 2.40
O -4.91 5.55 3.35
O -2.34 6.32 2.87
O -4.92 2.71 -0.52
H -5.95 3.78 1.41
H -1.18 5.10 0.89
H -2.89 6.44 3.65
H -5.86 2.92 -0.47
C 4.69 -0.13 2.40
C 4.61 -0.50 3.72
C 5.36 0.10 4.84
O 5.46 -0.30 5.96
C 5.94 1.36 4.42
C 6.05 1.78 3.10
C 5.52 1.00 1.96
O 5.69 1.18 0.78
O 6.45 3.05 2.75
O 3.79 -1.48 4.18
H 4.03 -0.60 1.69
H 6.37 2.04 5.15
H 6.45 3.26 1.81
H 3.81 -1.42 5.14
C -1.62 -3.99 -5.38
C -0.28 -3.75 -5.15
C 0.66 -4.79 -4.50
O 1.84 -4.53 -4.19
C 0.01 -6.04 -4.26
C -1.28 -6.23 -4.47
C -2.18 -5.26 -5.06
O -3.41 -5.41 -5.27
O -1.75 -7.41 -4.19
O 0.29 -2.58 -5.56
H -2.17 -3.23 -5.90
H 0.58 -6.89 -3.90
H -2.57 -7.66 -4.63
H 1.20 -2.54 -5.26
C 6.32 -0.24 -4.07
C 6.12 -0.55 -2.77
C 4.82 -1.07 -2.28
O 4.67 -1.30 -1.10
C 3.81 -1.19 -3.35
C 4.05 -0.95 -4.64
C 5.32 -0.39 -5.12
O 5.51 0.03 -6.27
O 3.04 -1.24 -5.55
O 7.06 -0.55 -1.80
H 7.24 0.23 -4.39
H 2.83 -1.53 -3.07
H 3.34 -1.05 -6.44
H 6.69 -0.79 -0.95
C -0.33 1.57 3.54
C -0.14 1.36 4.90
C 1.14 1.68 5.63
O 1.38 1.52 6.84
C 2.10 2.20 4.67
C 1.95 2.40 3.33
C 0.64 2.23 2.62
O 0.42 2.36 1.44
O 2.92 2.94 2.57
O -1.12 0.81 5.67
H -1.25 1.17 3.13
H 3.06 2.33 5.15
H 2.57 3.15 1.71
H -0.76 0.63 6.54
C -3.72 0.50 3.33
C -4.26 -0.74 3.37
C -5.04 -1.37 4.42
O -5.49 -2.52 4.38
C -5.17 -0.50 5.54
C -4.63 0.74 5.59
C -3.86 1.36 4.47
O -3.41 2.49 4.52
O -4.88 1.54 6.66
O -4.15 -1.58 2.27
H -3.25 0.85 2.42
H -5.78 -0.84 6.37
H -4.22 2.23 6.65
H -4.59 -2.38 2.55
C -0.89 -3.00 3.28
C 0.39 -3.05 3.68
C 1.00 -4.15 4.46
O 2.15 -4.30 4.84
C 0.10 -5.24 4.65
C -1.21 -5.30 4.19
C -1.85 -4.10 3.51
O -3.05 -3.99 3.26
O -1.97 -6.43 4.36
O 1.26 -2.05 3.27
H -1.11 -2.12 2.70
H 0.45 -6.06 5.25
H -2.87 -6.30 4.06
H 2.06 -2.12 3.80
C 2.12 2.26 -5.16
C 0.73 2.93 -4.97
O -0.28 2.16 -4.18
C -0.70 1.03 -4.96
C -1.73 1.36 -5.98
H 2.48 1.83 -4.23
H 1.96 1.45 -5.88
H 2.88 2.91 -5.59
H 0.83 3.91 -4.52
H 0.32 3.26 -5.93
H 0.15 0.44 -5.31
H -1.17 0.26 -4.35
H -1.43 2.25 -6.53
H -2.72 1.46 -5.54
H -1.91 0.54 -6.68
```

Output
E_tot: -7809.38773 a.u.
Max |F|: 6.0 eV/Å
Multiplicity: 7
Expectation value of S²: 12.0404
LUMO energy (alpha / beta): -2.280 / -4.610 eV
Orbital gap (alpha / beta): 6.31 / 4.73 eV

=====

Entry 2:
This record from the Open Molecules 2025 dataset describes a structure of composition C48H38O2P2PdS2. The level of theory is ωB97M-V with the def2-TZVPD basis set.

Geometry as XYZ:
```
93
Properties=species:S:1:pos:R:3
Pd -0.13 0.22 -0.31
O -0.62 -0.99 2.84
S -0.13 0.15 2.06
C 1.54 0.56 2.51
C 1.81 0.83 3.84
C 3.11 1.10 4.22
C 4.13 1.10 3.26
C 3.85 0.81 1.94
C 2.54 0.52 1.54
P 2.17 -0.02 -0.16
C 2.73 -1.73 -0.26
C 1.81 -2.77 -0.22
C 2.24 -4.09 -0.22
C 3.60 -4.37 -0.26
C 4.53 -3.34 -0.30
C 4.10 -2.02 -0.29
C 3.19 0.94 -1.29
C 3.51 2.27 -1.00
C 4.19 3.04 -1.92
C 4.56 2.48 -3.14
C 4.25 1.16 -3.43
C 3.56 0.39 -2.51
C -1.02 1.62 2.53
C -1.71 1.59 3.73
C -2.31 2.76 4.17
C -2.19 3.93 3.43
C -1.51 3.93 2.22
C -0.95 2.76 1.74
P -0.18 2.66 0.11
C -1.47 2.68 -1.16
C -2.76 3.15 -0.94
C -3.67 3.19 -1.98
C -3.31 2.74 -3.24
C -2.03 2.25 -3.47
C -1.10 2.23 -2.44
C 0.79 4.15 -0.11
C 1.62 4.55 0.95
C 2.39 5.69 0.82
C 2.35 6.43 -0.35
C 1.53 6.03 -1.40
C 0.75 4.89 -1.28
H 1.02 0.82 4.58
H 3.35 1.31 5.25
H 5.15 1.31 3.56
H 4.65 0.80 1.21
H 0.74 -2.56 -0.19
H 1.52 -4.89 -0.18
H 3.93 -5.40 -0.26
H 5.59 -3.56 -0.33
H 4.83 -1.22 -0.33
H 3.25 2.70 -0.04
H 4.45 4.06 -1.69
H 5.11 3.08 -3.86
H 4.55 0.73 -4.38
H 3.32 -0.64 -2.75
H -1.78 0.67 4.30
H -2.86 2.77 5.10
H -2.65 4.85 3.79
H -1.44 4.85 1.64
H -3.06 3.49 0.05
H -4.67 3.57 -1.80
H -4.03 2.77 -4.05
H -1.75 1.91 -4.46
H -0.08 1.91 -2.64
H 1.65 3.98 1.87
H 3.02 6.00 1.64
H 2.95 7.32 -0.45
H 1.49 6.61 -2.31
H 0.11 4.59 -2.11
O -2.37 -0.12 0.26
S -2.95 -1.53 0.32
C -2.00 -2.46 -0.85
C -1.90 -3.84 -0.72
C -1.16 -4.55 -1.66
C -0.51 -3.89 -2.69
C -0.60 -2.51 -2.81
C -1.36 -1.79 -1.89
C -4.50 -1.47 -0.53
C -4.81 -0.38 -1.33
C -6.03 -0.37 -1.99
C -6.92 -1.42 -1.84
C -6.59 -2.50 -1.02
C -5.38 -2.53 -0.35
H -2.39 -4.35 0.10
H -1.08 -5.62 -1.57
H 0.07 -4.45 -3.41
H -0.10 -1.99 -3.61
H -1.46 -0.71 -1.96
H -4.10 0.43 -1.43
H -6.30 0.47 -2.62
H -7.87 -1.41 -2.35
H -7.30 -3.31 -0.89
H -5.14 -3.35 0.31
```

Output
E_tot: -3608.84977 a.u.
Max |F|: 0.7 eV/Å
Multiplicity: 3
Charge: +2
Expectation value of S²: 2.0126
LUMO energy (alpha / beta): -5.026 / -7.243 eV
Orbital gap (alpha / beta): 7.82 / 6.54 eV